This record from the Open Molecules 2025 dataset describes a structure of composition C33H35Br69F4O2Si2 in a non-equilibrium geometry. The level of theory is ωB97M-V with the def2-TZVPD basis set.

Structure (XYZ):
```
145
Properties=species:S:1:pos:R:3
Br -11.480 0.637 1.796
Br -3.606 -4.273 3.335
Br -2.806 -3.259 -4.366
Br 4.869 4.426 5.201
Br 6.495 3.575 7.808
Br -0.336 -4.692 0.626
Br 15.018 2.316 -3.314
Br 13.023 -4.011 -0.455
Br -4.022 -0.261 6.622
Br 6.879 -1.033 6.448
Br 1.654 7.043 2.466
Br 10.340 -4.578 5.719
Br -1.085 0.338 -6.045
Br 12.234 -1.633 1.524
Br 0.466 5.656 5.496
Br -2.654 5.119 5.879
Br -1.311 -4.282 5.565
Br 10.662 -2.010 -1.233
Br 9.797 -4.742 2.580
Br 1.853 -2.729 1.858
Br -8.501 -3.651 -2.249
Br 3.919 8.736 0.988
Br 1.565 1.665 -4.823
Br 14.741 -0.852 -3.602
Br -6.276 -7.578 -6.719
Br -3.144 1.652 4.216
Br -0.570 0.301 -2.873
Br 5.697 -9.462 4.632
Br -7.429 -0.718 -2.898
Br -5.548 -1.830 -5.165
Br 6.579 -2.525 -0.345
Br -1.393 -1.958 3.390
Br -10.277 3.518 1.151
Br 3.473 8.551 -8.986
Br 6.779 -9.111 1.649
Br 2.357 1.707 6.182
Br -9.695 -8.497 0.500
Br -7.301 -1.910 2.605
Br 5.449 8.571 -6.472
Br -6.112 -9.977 -4.621
Br 7.213 0.829 3.879
Br 6.612 8.923 -9.424
Br -1.258 4.548 3.042
Br 6.962 -2.337 3.552
Br -9.693 -9.601 -2.499
Br 1.024 1.249 3.314
Br -0.045 4.711 -4.639
Br 3.642 -9.039 2.229
Br 4.627 6.167 7.857
Br -9.417 -6.473 -1.950
Br -8.530 -9.839 -6.697
Br 1.357 -2.777 -1.292
Br 7.381 -4.901 -2.315
Br 5.018 -2.902 -3.101
Br -5.444 -6.026 1.168
Br -0.942 0.506 6.264
Br 8.141 -6.592 4.573
Br -5.151 -4.022 -1.279
Br -4.085 -1.039 -2.436
Br 2.477 6.193 -5.906
Br -9.269 -1.194 -0.339
Br 14.715 0.491 -0.715
Br -0.470 6.979 -6.843
Br -5.087 -0.134 1.176
Br -6.999 1.182 3.377
Br -5.387 -7.157 -1.812
Br 1.912 10.174 3.013
Br -12.091 3.089 3.743
Br 3.321 -0.708 4.287
Si -6.378 2.518 -0.919
Si -4.074 3.517 -2.034
F -5.249 2.252 -4.140
F -3.083 1.761 -3.811
F -3.605 3.018 -6.108
F -4.630 4.628 -5.083
O -0.939 5.646 -0.601
O -5.650 3.886 -1.611
C -9.039 -8.244 -1.294
C -1.622 4.696 -0.885
C -2.877 4.963 -1.771
C 0.232 0.276 -4.635
C -7.946 -1.956 -1.514
C 4.895 4.403 7.126
C -2.768 1.088 6.036
C -4.025 2.750 -3.815
C 12.344 -2.213 -0.313
C 15.391 0.603 -2.517
C -1.240 3.330 -0.303
C 7.587 -0.893 4.665
C -4.762 -5.784 -0.614
C -7.275 -8.826 -5.643
C -2.435 -3.204 4.430
C -0.761 0.952 0.821
C 6.699 -3.103 -2.178
C 5.347 -9.765 2.759
C -0.329 2.520 -0.909
C 2.852 8.547 2.583
C -0.086 1.285 -0.320
C -1.670 1.781 1.448
C 5.238 8.120 -8.337
C -6.095 -0.420 2.793
C 9.821 -5.709 4.244
C 0.680 5.572 -6.206
C -10.821 2.291 2.533
C -1.895 3.007 0.853
C -3.636 3.722 -4.936
C -1.261 5.636 4.645
C 1.355 -3.806 0.341
C -3.850 -1.646 -4.254
C 2.620 1.084 4.372
H 13.055 -1.567 -0.808
H -2.528 5.281 -2.765
H 3.533 8.348 3.400
H -3.685 -5.874 -0.559
H -7.963 -8.345 -1.256
H -7.068 -2.146 -0.907
H -3.688 2.409 -1.133
H -3.399 5.821 -1.331
H -2.919 1.950 6.671
H 0.758 -0.664 -4.737
H -2.664 4.195 -4.813
H -3.070 -2.620 5.076
H 3.365 1.730 3.925
H 10.575 -6.478 4.154
H -2.592 3.720 1.268
H 5.354 7.048 -8.419
H 0.727 4.823 -6.985
H 0.608 0.571 -0.732
H -5.787 1.348 -1.594
H 4.060 3.794 7.446
H 8.663 -0.982 4.735
H -7.851 -8.246 -4.933
H -1.477 6.651 4.338
H -2.210 1.500 2.374
H -3.290 -0.874 -4.765
H -0.562 -0.015 1.278
H 2.106 -4.578 0.233
H -6.177 2.455 0.532
H -5.383 -0.681 3.566
H -7.814 2.521 -1.234
H 7.411 -2.455 -2.671
H 0.191 2.824 -1.811
H 16.467 0.504 -2.461
H -9.938 2.050 3.109
H 5.295 -10.836 2.615
```

Summary:
Max |F| = 0.0492 hartree/bohr
Multiplicity = 1
Frontier orbital gap = 8.969 eV

---

This record from the Open Molecules 2025 dataset describes a structure of composition C33H35BrCuIO4P2Se. The level of theory is ωB97M-V with the def2-TZVPD basis set.

Structure (XYZ):
```
78
Properties=species:S:1:pos:R:3
I -1.535 2.462 -7.709
Br 1.742 -2.990 6.382
Se -2.864 0.968 -1.048
Cu -0.888 0.155 0.015
P 2.379 0.200 0.011
P -0.227 1.597 1.650
O -0.545 -1.918 -0.009
O 0.640 2.201 -1.023
O -1.341 -3.985 0.359
O 1.008 4.382 -1.423
C -0.945 1.279 3.318
C 0.665 -1.899 2.527
C -0.326 3.945 -5.363
C 3.062 3.214 3.505
C -4.680 1.676 1.476
C -4.259 -1.533 -0.540
C -5.689 -0.594 1.646
C -4.090 -0.199 -0.133
C 0.141 -4.008 4.252
C -5.852 -1.919 1.262
C 3.608 -1.097 0.517
C 0.101 3.047 -3.160
C -0.161 -2.933 2.108
C 3.419 1.064 -1.246
C -0.895 1.648 -4.860
C 0.136 4.102 -4.064
C 3.909 1.739 1.822
C 2.618 1.376 1.432
C -0.856 3.282 1.328
C 1.777 2.869 3.127
C -5.129 -2.362 0.165
C 0.965 -2.964 4.636
C -0.759 -2.946 0.692
C 1.530 1.955 2.100
C 4.141 2.642 2.844
C -0.415 -3.985 2.979
C 1.242 -1.904 3.790
C -0.835 2.712 -5.744
C -6.767 -2.842 2.023
C 0.637 3.234 -1.737
C -4.827 0.265 0.972
C -0.419 1.824 -3.566
C -3.516 -2.084 -1.720
H -3.727 1.801 2.001
H -3.750 -1.505 -2.618
H -5.226 -3.397 -0.153
H -2.004 1.051 3.178
H -4.666 2.390 0.653
H -0.853 2.132 3.994
H 0.537 5.046 -3.719
H -6.418 -2.998 3.048
H 3.221 3.931 4.302
H -1.841 3.182 0.867
H 3.234 -1.642 1.385
H -0.921 3.882 2.240
H -6.820 -3.820 1.542
H 3.082 2.096 -1.311
H -0.473 0.407 3.769
H 4.759 1.312 1.301
H 1.889 -1.097 4.110
H 3.688 -1.811 -0.306
H -7.784 -2.443 2.085
H -3.769 -3.133 -1.881
H -0.295 4.767 -6.067
H -0.058 -4.823 4.935
H 5.156 2.907 3.117
H -1.056 -4.783 2.630
H -6.243 -0.213 2.502
H 4.608 -0.713 0.740
H -1.315 0.699 -5.162
H -0.469 1.017 -2.846
H -5.489 1.924 2.167
H -0.189 3.758 0.608
H 4.487 1.034 -1.010
H 0.939 3.332 3.637
H 3.256 0.595 -2.218
H 0.845 -1.089 1.831
H -2.436 -2.020 -1.569
```

Summary:
Max |F| = 0.0075 hartree/bohr
Multiplicity = 1
Charge = -2
Frontier orbital gap = 5.004 eV

---

This record from the Open Molecules 2025 dataset describes a structure of composition C33H35Cl5O2P2Re in a non-equilibrium geometry. The level of theory is ωB97M-V with the def2-TZVPD basis set.

Structure (XYZ):
```
78
Properties=species:S:1:pos:R:3
Re 0.419 0.909 0.621
Cl 0.304 7.295 -1.811
Cl 1.068 4.445 -2.913
Cl -0.989 5.113 2.977
Cl 2.809 1.451 1.376
Cl -0.707 7.630 1.101
P -1.959 0.330 1.015
P 1.651 -0.975 -0.482
O -0.134 2.632 1.547
O 0.724 2.358 -0.809
C 2.931 -0.501 -4.332
C 0.634 0.217 -4.211
C 5.123 0.105 1.471
C 5.508 -2.021 0.412
C 1.000 -4.695 1.003
C -0.051 3.736 0.879
C 0.530 4.688 -1.310
C 5.966 -0.956 1.176
C -3.481 -0.149 3.380
C 2.922 -0.789 -2.976
C -2.597 1.929 -1.255
C -0.282 6.087 0.541
C 0.425 3.578 -0.466
C 0.509 -5.390 -0.099
C 1.762 -0.574 -2.236
C 1.165 -2.708 -0.341
C 1.789 -0.004 -4.949
C 3.836 0.070 0.976
C 3.338 -0.969 0.202
C -2.154 -2.459 1.304
C 0.187 5.931 -0.813
C -2.717 -1.263 0.519
C -1.003 0.235 3.670
C -0.402 4.999 1.376
C 1.324 -3.355 0.886
C -4.419 1.604 0.468
C 0.678 -3.402 -1.444
C 4.207 -2.029 -0.064
C -2.243 0.571 2.834
C -2.911 1.709 0.229
C -2.649 -1.522 -0.986
C 0.621 -0.060 -2.854
C 0.347 -4.745 -1.317
H -4.377 0.033 2.792
H -2.412 1.650 2.905
H -3.173 -0.771 -1.571
H -2.537 2.570 0.792
H 6.166 -2.849 0.186
H 5.463 0.938 2.071
H 3.855 -2.870 -0.649
H -2.953 -3.167 1.523
H -4.674 1.583 1.525
H -2.923 2.931 -1.539
H -0.253 0.609 -4.690
H -1.218 0.409 4.725
H -3.763 -1.115 0.800
H -4.844 0.723 -0.016
H -1.611 -1.578 -1.328
H 1.133 -5.203 1.949
H -0.147 0.871 3.416
H -0.278 0.128 -2.276
H -3.326 -1.226 3.440
H -1.409 -2.978 0.702
H -0.027 -5.289 -2.175
H -4.904 2.479 0.032
H -1.688 -2.185 2.249
H -1.535 1.841 -1.492
H 0.262 -6.439 -0.007
H -3.139 1.230 -1.890
H 3.819 -1.169 -2.504
H 1.803 0.218 -6.007
H 3.831 -0.665 -4.909
H 1.719 -2.819 1.743
H 0.575 -2.907 -2.402
H -0.707 -0.811 3.564
H -3.113 -2.487 -1.198
H -3.675 0.208 4.391
H 6.981 -0.948 1.551
```

Summary:
Max |F| = 0.0369 hartree/bohr
Multiplicity = 4
Expectation value of S² = 3.79
Charge = +2
Frontier orbital gap (spin up / spin down) = 6.227 / 5.831 eV

---

This record from the Open Molecules 2025 dataset describes a structure of composition C33H35F5HgN4P2 in a non-equilibrium geometry. The level of theory is ωB97M-V with the def2-TZVPD basis set.

Structure (XYZ):
```
80
Properties=species:S:1:pos:R:3
Hg -0.397 2.652 -0.767
P 1.842 -0.433 0.545
P -1.652 -1.099 1.026
F -2.020 -1.543 6.847
F 0.961 -1.469 3.221
F -2.116 2.087 3.894
F 0.159 -2.615 5.443
F -3.050 0.891 6.040
N -3.113 -2.078 1.175
N -2.457 0.261 0.202
N 2.907 -1.621 1.012
N 3.299 0.634 -0.217
C -0.675 -1.830 -0.348
C -0.682 0.282 3.403
C -3.226 -2.786 2.392
C -3.653 1.416 -1.348
C 4.450 -2.482 2.405
C -4.322 -2.233 0.500
C -4.488 -3.356 2.472
C -1.320 1.863 -3.377
C 0.986 0.100 -4.421
C -2.074 0.280 5.354
C -0.068 -0.847 3.857
C -3.160 2.357 -0.434
C 5.066 1.467 -1.400
C 0.685 2.170 1.848
C -3.217 0.153 -0.943
C 1.598 0.840 -3.273
C -2.392 1.649 0.527
C 3.083 -2.950 0.637
C 0.763 -1.255 -0.670
C 4.032 -3.516 1.482
C -0.504 2.731 -4.301
C 1.376 2.085 -2.790
C 3.756 -1.333 2.106
C -0.420 -0.384 -4.120
C 4.360 2.573 -0.846
C -1.518 -0.920 5.761
C -1.596 0.884 4.198
C 3.326 2.025 -0.090
C 4.390 0.301 -1.020
C -0.458 -1.485 5.047
C -5.191 -2.998 1.268
C 0.718 3.222 -3.509
C -1.296 0.530 -3.337
H 4.527 3.631 -1.034
H -1.087 3.585 -4.715
H -2.120 0.042 -2.841
H 5.947 1.506 -2.008
H -4.859 -3.947 3.287
H -4.499 -1.804 -0.464
H 1.948 2.390 -1.890
H -0.634 -2.910 -0.103
H 0.053 2.478 2.699
H -2.170 1.851 1.575
H 1.622 -0.797 -4.547
H -3.286 3.463 -0.480
H 0.683 -0.474 -1.460
H 1.326 -2.142 -1.011
H 4.630 -0.706 -1.246
H 0.403 3.937 -2.732
H -0.921 -0.648 -5.057
H 5.174 -2.566 3.204
H -3.374 -0.792 -1.430
H 1.034 0.617 -5.391
H -6.206 -3.245 1.014
H -2.030 2.462 -2.794
H 3.742 -0.341 2.524
H -1.248 -1.770 -1.285
H 1.387 3.785 -4.196
H -2.385 -2.824 3.057
H 2.538 -3.352 -0.205
H 2.599 2.520 0.508
H -4.213 1.615 -2.265
H 0.668 1.081 1.877
H 2.447 0.296 -2.820
H 4.371 -4.531 1.445
H 1.719 2.563 2.009
H -0.330 -1.309 -3.536
H -0.143 2.119 -5.139
```

Summary:
Max |F| = 0.0521 hartree/bohr
Multiplicity = 1
Frontier orbital gap (spin up / spin down) = 6.349 / 4.696 eV

---

This record from the Open Molecules 2025 dataset describes a structure of composition C33H35FN2O4S in a non-equilibrium geometry. The level of theory is ωB97M-V with the def2-TZVPD basis set.

Structure (XYZ):
```
76
Properties=species:S:1:pos:R:3
S -0.056 3.873 -0.433
F 1.468 2.528 1.180
O -1.193 3.564 -1.277
O 2.581 2.022 -1.517
O 0.521 1.204 -2.063
O 1.066 4.646 -0.935
N -5.027 -2.373 0.066
N 4.422 -2.766 -0.032
C -2.880 -3.869 1.221
C -1.716 5.677 0.595
C 3.384 -0.843 0.604
C 4.573 -4.067 -0.643
C 5.506 -1.951 0.470
C -0.204 0.251 0.436
C -4.018 -4.564 0.476
C -3.876 -0.400 -0.038
C -6.026 -1.440 -0.381
C 3.377 3.732 -3.008
C 3.235 -4.805 -0.679
C 2.040 -2.609 -0.484
C -1.478 -0.353 0.509
C 2.246 -0.115 0.827
C 1.281 1.760 -1.282
C 0.926 -1.800 -0.361
C -5.263 -0.099 -0.523
C 0.966 -0.539 0.332
C 0.687 2.255 0.050
C -5.301 -3.746 0.390
C 2.044 -3.953 -1.128
C -0.700 4.791 0.975
C -2.742 -2.433 0.844
C -1.466 6.893 2.669
C -1.601 -1.687 1.041
C 3.259 -2.089 -0.028
C -2.692 0.302 0.060
C 2.822 2.343 -2.943
C -2.052 6.761 1.406
C 4.814 -0.653 0.961
C -3.855 -1.764 0.318
C -0.549 5.933 3.112
C -0.156 4.880 2.266
H 4.970 -3.971 -1.667
H -2.195 5.562 -0.376
H 2.556 4.448 -2.912
H 2.320 0.778 1.421
H -5.829 -3.806 1.355
H 3.493 1.593 -3.370
H 1.118 -4.478 -0.870
H -2.632 1.342 -0.254
H -0.010 -2.116 -0.830
H 6.057 -2.463 1.269
H -2.750 7.504 1.010
H -0.759 -2.136 1.576
H -5.982 -4.147 -0.371
H -6.847 -1.356 0.342
H -6.477 -1.776 -1.321
H 3.825 3.886 -3.987
H -0.106 6.048 4.106
H 4.108 3.927 -2.220
H 3.052 -5.160 0.339
H -5.774 0.677 0.058
H 5.324 -4.643 -0.084
H -3.702 -4.780 -0.546
H -3.057 -3.928 2.304
H 4.930 -0.531 2.042
H 3.323 -5.684 -1.319
H -1.934 -4.389 1.026
H -5.262 0.237 -1.566
H 1.873 2.295 -3.493
H -1.706 7.770 3.276
H -4.232 -5.520 0.955
H 6.232 -1.721 -0.320
H 2.047 -3.829 -2.223
H 0.582 4.161 2.610
H 5.257 0.218 0.460
H -0.181 1.490 0.525
```

Summary:
Max |F| = 0.1182 hartree/bohr
Multiplicity = 1
Frontier orbital gap = 5.001 eV